2 unconnected molecules or ions with the total composition C12H22N7O3S, computed with ωB97M-V/def2-TZVPD.

Computed properties:
Kohn-Sham gap	9.704	eV
net charge	+1
LUMO energy	-2.507	eV

Last columns: bonded neighbours and bond lengths (Å).
Element x y z (Å)
1 C 3.69628 0.99054 0.90603  C2 1.534, H19 1.092, H20 1.091, H21 1.091
2 C 2.65359 -0.12924 1.01117  C1 1.534, O3 1.433, C4 1.553, H22 1.096
3 O 3.25340 -1.42019 1.17284  C2 1.433, H23 0.963
4 C 1.72294 -0.18694 -0.23050  C2 1.553, C5 1.482, H24 1.091, H25 1.092
5 C 1.39909 -1.57903 -0.62344  C4 1.482, N6 1.335, N10 1.340
6 N 2.07464 -2.31323 -1.51014  C5 1.335, C7 1.332
7 C 1.44236 -3.48463 -1.55807  N6 1.332, N8 1.345, N9 1.350
8 N 1.76123 -4.54325 -2.32377  C7 1.345, H26 1.006, H27 1.005
9 N 0.39886 -3.49024 -0.70165  C7 1.350, N10 1.362, H28 1.007
10 N 0.35301 -2.25513 -0.12874  C5 1.340, N9 1.362, C11 1.469
11 C -0.65540 -1.78069 0.82901  N10 1.469, C12 1.523, H29 1.091, H30 1.093
12 C -1.65479 -2.83607 1.28232  C11 1.523, S13 1.811, H31 1.091, H32 1.095
13 S -2.78295 -3.48324 0.02213  C12 1.811, C14 1.742
14 C -3.59484 -2.02224 -0.46981  S13 1.742, N15 1.276, O18 1.357
15 N -4.26874 -1.89382 -1.54533  C14 1.276, N16 1.398
16 N -4.81357 -0.60686 -1.49834  N15 1.398, C17 1.273
17 C -4.41067 -0.08557 -0.40879  N16 1.273, O18 1.363, H33 1.079
18 O -3.61952 -0.92108 0.32241  C14 1.357, C17 1.363
19 H 3.57514 1.58177 -0.00356  C1 1.092
20 H 4.69685 0.55526 0.89669  C1 1.091
21 H 3.62065 1.68139 1.74736  C1 1.091
22 H 2.02167 0.08131 1.88095  C2 1.096
23 H 3.35889 -1.59786 2.11294  O3 0.963
24 H 2.18683 0.28526 -1.09817  C4 1.091
25 H 0.82606 0.38908 0.00513  C4 1.092
26 H 2.72884 -4.70899 -2.54301  N8 1.006
27 H 1.06618 -5.07879 -2.81317  N8 1.005
28 H -0.28976 -4.20554 -0.53264  N9 1.007
29 H -1.17622 -0.93916 0.36871  C11 1.091
30 H -0.12219 -1.40788 1.70740  C11 1.093
31 H -2.22276 -2.42721 2.11905  C12 1.091
32 H -1.14729 -3.72929 1.66107  C12 1.095
33 H -4.61273 0.89713 -0.01147  C17 1.079
34 C -1.53120 3.00040 -0.14658  C35 1.512, H39 1.087, H40 1.090, H41 1.090
35 C -0.14255 3.30519 0.36944  C34 1.512, O36 1.228, N37 1.348
36 O 0.57704 2.42674 0.83802  C35 1.228
37 N 0.28291 4.58193 0.30049  C35 1.348, C38 1.452, H42 1.009
38 C -0.42215 5.74237 -0.21374  N37 1.452, H43 1.090, H44 1.090, H45 1.085
39 H -1.71195 1.93729 -0.01158  C34 1.087
40 H -2.28511 3.56184 0.40547  C34 1.090
41 H -1.62184 3.24895 -1.20412  C34 1.090
42 H 1.21359 4.71997 0.66468  N37 1.009
43 H 0.12645 6.18842 -1.04310  C38 1.090
44 H -0.54371 6.49394 0.56609  C38 1.090
45 H -1.40658 5.45738 -0.56965  C38 1.085